{
  "formula": "C24H19IrN2O4S",
  "method": "ωB97M-V with the def2-TZVPD basis set",
  "symbols": ["Ir", "C", "C", "C", "C", "C", "C", "C", "S", "O", "O", "N", "C", "C", "O", "O", "H", "H", "H", "H", "H", "H", "H", "H", "H", "C", "C", "C", "C", "C", "C", "C", "C", "C", "C", "C", "C", "C", "C", "C", "N", "H", "H", "H", "H", "H", "H", "H", "H", "H", "H"],
  "coordinates": [[-0.00629, -0.05638, -0.51673], [-2.16269, 6.38725, 2.14226], [-2.12579, 4.89692, 1.93845], [-1.08009, 4.29322, 1.24513], [-1.03620, 2.91934, 1.07640], [-2.05151, 2.13455, 1.60745], [-3.09797, 2.71480, 2.31331], [-3.12952, 4.09016, 2.46804], [-2.09691, 0.38286, 1.35041], [-3.04713, -0.16101, 2.27163], [-2.34130, 0.14753, -0.08858], [-0.61532, -0.17964, 1.47054], [0.27371, -0.15698, 2.60543], [1.67269, -0.45217, 2.06377], [2.52970, -0.80286, 2.84910], [1.81653, -0.25857, 0.78816], [-1.37387, 6.88523, 1.58047], [-2.03192, 6.63107, 3.19828], [-3.12193, 6.80136, 1.82825], [-0.28657, 4.90578, 0.83345], [-0.20358, 2.46615, 0.55083], [-3.87042, 2.08152, 2.72838], [-3.95004, 4.54710, 3.00993], [0.02956, -0.91626, 3.34503], [0.32398, 0.82130, 3.09327], [2.39839, 1.80019, -3.65795], [2.98332, 0.69551, -4.26021], [2.67205, -0.58125, -3.81639], [1.79097, -0.76109, -2.75617], [1.19171, 0.34728, -2.14306], [1.50314, 1.62203, -2.61204], [1.47911, -2.10058, -2.20908], [2.13922, -3.27817, -2.62782], [1.83595, -4.46409, -2.03823], [0.87298, -4.52006, -1.00739], [0.54763, -5.71590, -0.32769], [-0.39353, -5.71319, 0.65918], [-1.06247, -4.51377, 0.98912], [-0.77139, -3.34546, 0.34546], [0.22518, -3.31819, -0.65427], [0.54521, -2.14564, -1.28194], [2.64370, 2.79956, -3.99520], [3.68808, 0.82595, -5.07096], [3.12410, -1.43120, -4.30961], [1.04221, 2.49384, -2.16303], [2.89087, -3.23132, -3.40018], [2.32798, -5.37779, -2.35235], [1.05985, -6.62911, -0.60632], [-0.63476, -6.62747, 1.18476], [-1.81937, -4.51863, 1.76287], [-1.29725, -2.43374, 0.59584]],
  "forces_ev_per_a": [[1.1, -0.5, -0.5], [0.0, 0.0, 0.0], [0.0, 0.1, 0.0], [0.0, 0.0, 0.0], [-0.1, 0.0, 0.1], [-0.1, 0.0, 0.0], [0.0, 0.0, 0.0], [0.0, 0.0, 0.0], [0.0, 0.0, 0.3], [0.0, -0.1, 0.1], [-0.2, 0.1, 0.2], [-0.5, 0.4, -0.1], [0.0, 0.0, -0.2], [0.0, 0.0, 0.4], [0.1, 0.0, -0.3], [-0.1, -0.2, -0.3], [0.0, 0.0, 0.0], [0.0, 0.0, 0.0], [0.0, 0.0, 0.0], [0.0, 0.0, 0.0], [0.0, 0.0, 0.0], [0.0, 0.0, 0.0], [0.0, 0.0, 0.0], [-0.1, 0.0, 0.0], [-0.1, 0.0, 0.0], [0.0, 0.0, 0.0], [0.0, 0.0, 0.0], [0.0, 0.0, -0.1], [0.1, -0.1, -0.1], [-0.4, 0.2, 0.4], [0.1, 0.1, -0.1], [0.0, 0.1, -0.1], [0.1, 0.0, -0.1], [0.0, -0.1, 0.0], [0.0, 0.0, 0.0], [0.0, 0.0, 0.0], [0.0, 0.0, 0.0], [0.0, -0.1, 0.0], [-0.1, 0.1, 0.0], [-0.1, -0.1, -0.1], [0.0, 0.1, 0.4], [0.0, 0.0, 0.0], [0.0, 0.0, 0.0], [0.0, 0.0, 0.0], [0.0, 0.0, 0.0], [0.0, 0.0, 0.0], [0.0, 0.0, 0.0], [0.0, 0.0, 0.0], [0.0, 0.0, 0.0], [0.0, 0.0, 0.0], [0.0, 0.0, 0.0]],
  "de_lowest_kcal_mol": 7.7,
  "spin_multiplicity": 5,
  "homo_lumo_gap_ev": [7.30, 6.92],
  "total_energy_ha": -1838.84328,
  "homo_energy_ev": [-7.9, -9.0]
}

---

{
  "formula": "C8H10O2",
  "method": "ωB97M-V with the def2-TZVPD basis set",
  "symbols": ["C", "C", "C", "C", "C", "C", "H", "H", "H", "H", "H", "H", "C", "C", "O", "O", "H", "H", "H", "H"],
  "coordinates": [[-0.82049, -1.07879, 0.58159], [-1.73551, -1.15460, -0.46276], [-2.52770, -0.14968, -0.83193], [-2.27879, 1.10466, -0.22705], [-1.21745, 1.19181, 0.64192], [-0.58540, 0.12474, 1.23885], [-0.11160, -1.94691, 0.71807], [-1.92699, -2.06701, -1.02704], [-3.08525, -0.10039, -1.74494], [-2.63364, 2.08577, -0.49680], [-1.12004, 2.21808, 0.88074], [-0.07540, 0.31971, 2.25602], [2.96217, -0.20954, 0.49841], [1.94057, 0.26777, -0.50234], [1.80049, 1.28247, -1.09011], [1.18347, -0.78102, -0.82167], [3.50279, 0.79486, 0.72535], [2.46991, -0.69663, 1.33211], [3.69593, -0.87598, -0.14080], [0.56291, -0.32932, -1.52763]],
  "forces_ev_per_a": [[1.2, -1.4, 0.9], [0.3, -2.6, 0.0], [-0.5, 4.2, -0.3], [1.1, -1.0, -0.9], [-1.7, 1.1, 0.8], [-0.1, 0.0, 1.2], [-1.4, 0.9, 0.4], [0.7, -0.2, 0.3], [-0.8, -0.7, -0.1], [-0.8, -0.3, -0.6], [1.0, 0.7, 1.2], [-0.2, -0.8, -2.1], [2.3, 2.4, -1.7], [0.5, -2.7, 0.3], [0.3, 2.3, -0.2], [-1.6, 0.9, -3.0], [-0.6, -2.1, 0.4], [0.4, -0.1, 0.1], [-1.5, 1.1, 1.7], [1.2, -1.6, 1.7]],
  "de_lowest_kcal_mol": 49.1,
  "smiles": "c1ccccc1.CC(=O)O",
  "homo_lumo_gap_ev": 9.82,
  "total_energy_ha": -461.26027,
  "homo_energy_ev": -9.0
}

---

{
  "formula": "C2H6N4",
  "method": "ωB97M-V with the def2-TZVPD basis set",
  "symbols": ["C", "C", "N", "N", "N", "N", "H", "H", "H", "H", "H", "H"],
  "coordinates": [[0.13887, -0.16117, -0.55669], [-0.68725, 1.15347, 1.44067], [-0.86640, -1.01179, -0.65953], [1.08861, -0.88265, -1.19639], [0.04961, -1.91525, -1.39344], [0.05889, 1.12180, -0.04209], [-1.76459, 0.89722, 1.34081], [-0.09029, 0.43616, 2.03157], [-0.46197, 2.04764, 1.87460], [1.56071, -0.55658, -1.98983], [0.10613, -2.81857, -0.92815], [0.86768, 1.68972, 0.07846]],
  "forces_ev_per_a": [[-3.0, 0.7, 0.2], [1.2, -3.4, -3.4], [1.4, -0.2, 0.7], [0.8, -2.6, 1.8], [-1.0, 2.0, -1.3], [-2.1, -0.2, 2.7], [1.0, 0.3, 0.0], [-0.8, -0.2, -0.2], [0.1, 2.8, 0.7], [0.6, 0.4, -1.4], [1.0, 0.5, 0.5], [0.9, -0.2, -0.4]],
  "de_lowest_kcal_mol": 97.1,
  "homo_lumo_gap_ev": 9.22,
  "total_energy_ha": -298.69424,
  "homo_energy_ev": -8.2
}

---

{
  "formula": "C2H4ClN4O2S",
  "method": "ωB97M-V with the def2-TZVPD basis set",
  "symbols": ["C", "C", "N", "N", "N", "N", "O", "O", "S", "Cl", "H", "H", "H", "H"],
  "coordinates": [[-0.16769, -1.84364, -0.12137], [1.45965, 1.21568, 0.01586], [-0.33123, -0.41532, -0.42311], [0.51482, 0.56192, -0.18914], [0.89951, -2.30981, 0.34704], [2.47080, 2.02366, 0.04965], [-2.49531, 1.70182, 0.58124], [-1.47381, 0.01788, -1.13507], [-2.97874, 0.69275, -0.31162], [-3.17869, -1.00548, 0.79410], [-1.20907, -2.19152, -0.20138], [1.01556, -3.32775, 0.63076], [2.59540, 2.65308, 0.80495], [2.87879, 2.22672, -0.84188]],
  "forces_ev_per_a": [[0.0, -0.2, 1.2], [-1.0, -0.4, -0.2], [-0.7, 1.3, 0.1], [0.7, -0.6, -0.2], [-0.3, -0.1, -0.4], [-0.8, -1.0, -0.5], [-0.4, 0.1, -0.2], [0.3, -0.2, 0.1], [2.3, -0.8, 0.4], [-0.6, 0.0, 0.3], [0.7, -0.6, -0.4], [-0.9, 1.8, -0.7], [0.2, 0.5, 0.8], [0.5, 0.2, -0.3]],
  "de_lowest_kcal_mol": 84.3,
  "homo_lumo_gap_ev": 9.66,
  "total_energy_ha": -1306.05734,
  "homo_energy_ev": -13.9,
  "total_charge": 1
}